Entry from the Open Molecules 2025 dataset: a molecular structure, C38H45BaN6O3Se in a non-equilibrium geometry (wB97M-V/def2-TZVPD).

Geometry (Å):
1 Ba -0.067 -0.576 0.110
2 C -3.407 0.927 0.719
3 O -2.778 -0.165 -0.036
4 C -3.124 -1.473 0.395
5 C -3.917 -2.199 -0.542
6 C -4.240 -3.543 -0.389
7 C -3.874 -4.173 0.831
8 C -3.324 -3.441 1.875
9 C -2.779 -2.087 1.675
10 N -2.016 -1.645 2.628
11 N -1.217 -0.541 2.279
12 C -0.684 0.211 3.286
13 C 0.490 0.969 3.047
14 O 1.129 1.038 1.750
15 C 1.060 1.668 4.060
16 C 0.594 1.769 5.341
17 C -0.558 1.016 5.599
18 C -1.146 1.008 6.898
19 C -2.402 0.559 7.145
20 C -3.202 0.121 6.101
21 C -2.648 -0.018 4.829
22 C -1.311 0.393 4.555
23 H -2.694 1.733 0.789
24 H -4.384 1.095 0.256
25 H -3.583 0.557 1.747
26 H -4.088 -1.715 -1.517
27 H -4.563 -4.213 -1.188
28 H -4.052 -5.208 1.081
29 H -3.019 -3.937 2.700
30 H 2.063 2.117 3.804
31 H 1.119 2.327 6.129
32 H -0.553 1.475 7.702
33 H -2.725 0.545 8.163
34 H -4.171 -0.304 6.312
35 H -3.258 -0.587 4.136
36 C 4.433 -0.619 -3.229
37 C 3.429 0.264 -3.469
38 C 2.280 0.091 -2.704
39 N 2.073 -0.873 -1.804
40 C 3.078 -1.717 -1.565
41 C 4.304 -1.588 -2.213
42 H 5.328 -0.561 -3.807
43 H 3.478 1.073 -4.245
44 H 1.533 0.903 -2.786
45 H 2.961 -2.412 -0.794
46 H 5.092 -2.238 -1.921
47 C 1.842 -2.394 3.616
48 C 1.066 -3.308 2.692
49 O 1.652 -3.191 1.389
50 C 1.493 -4.348 0.680
51 C 0.213 -4.417 -0.126
52 H 1.299 -2.429 4.533
53 H 1.807 -1.325 3.262
54 H 2.869 -2.707 3.732
55 H 0.046 -2.996 2.591
56 H 1.199 -4.367 3.071
57 H 1.440 -5.210 1.389
58 H 2.365 -4.530 0.023
59 H -0.661 -4.158 0.481
60 H 0.087 -5.399 -0.537
61 H 0.214 -3.718 -0.976
62 C 0.304 -0.916 -6.344
63 N -0.085 0.159 -5.453
64 C -0.546 0.052 -4.180
65 Se -1.285 -1.426 -3.351
66 N -0.606 1.277 -3.648
67 C -0.100 2.220 -4.571
68 C 0.054 3.597 -4.577
69 C 0.581 4.214 -5.716
70 C 0.969 3.442 -6.810
71 C 0.812 2.079 -6.831
72 C 0.245 1.483 -5.717
73 H 0.565 -1.836 -5.830
74 H 1.065 -0.533 -7.015
75 H -0.562 -1.119 -7.023
76 H -0.756 1.378 -2.618
77 H -0.283 4.185 -3.755
78 H 0.712 5.271 -5.701
79 H 1.428 3.876 -7.706
80 H 1.029 1.449 -7.686
81 C 1.265 3.925 1.724
82 C 0.936 3.103 0.465
83 C -0.150 3.908 -0.323
84 C 2.182 3.059 -0.378
85 N 0.346 1.857 0.763
86 H 1.641 4.929 1.469
87 H 2.038 3.589 2.377
88 H 0.472 3.977 2.396
89 H 0.260 4.750 -0.910
90 H -0.923 4.180 0.348
91 H -0.600 3.260 -1.098
92 H 2.486 4.061 -0.731
93 H 1.902 2.417 -1.291
94 H 3.015 2.606 0.174

Computed properties:
Calculated total energy   -121256.43026 eV
Total charge   -1
LUMO energy   1.737 eV
Molecular weight   850.105 Da
Relative energy (zero: lowest compared OMol25 entry of this formula, charge and spin)   253.0 kJ/mol

=====

Entry from the Open Molecules 2025 dataset: a single C13H14NO2P molecule in a non-equilibrium geometry (wB97M-V/def2-TZVPD).

Geometry (Å):
1 C -4.120 -0.900 -0.461
2 C -3.543 -0.338 -1.712
3 C -2.291 0.715 -1.822
4 C -2.565 2.222 -2.448
5 C -1.306 3.305 -2.600
6 C 0.225 2.894 -2.153
7 C 0.444 1.397 -1.514
8 C -0.780 0.311 -1.332
9 C -0.193 -1.078 -0.636
10 O -0.860 -2.185 -0.230
11 N 1.293 -0.782 -0.637
12 P 2.220 -1.136 0.845
13 C 2.260 -3.050 1.203
14 C 1.367 -0.410 2.420
15 C 2.592 0.069 3.451
16 C 1.780 0.614 -0.967
17 O 3.056 0.986 -0.842
18 H -4.973 -0.281 0.072
19 H -3.785 -1.937 -0.027
20 H -4.065 -0.647 -2.740
21 H -3.629 2.575 -2.787
22 H -1.471 4.401 -3.036
23 H 1.176 3.593 -2.259
24 H 1.157 -3.426 1.309
25 H 2.921 -3.223 2.173
26 H 2.855 -3.525 0.308
27 H 0.709 0.533 2.203
28 H 0.790 -1.265 3.017
29 H 2.698 1.241 3.495
30 H 2.404 -0.309 4.567
31 H 3.634 -0.363 3.140

Computed properties:
Calculated total energy   -28565.47878 eV
LUMO energy   -1.670 eV
Molecular weight   247.234 Da
Relative energy (zero: lowest compared OMol25 entry of this formula, charge and spin)   1519.8 kJ/mol
Structure (SMILES)   C=Cc1cccc2c1C(=O)N(P(C)CC)C2=O